No. 1
Density functional theory data (ωB97M-V/def2-TZVPD) for the molecule CHN3O5S in a non-equilibrium geometry.

```
11
Properties=species:S:1:pos:R:3
O -2.7022 -1.2008 -2.7376
O -0.8078 -0.1316 -3.0576
N -2.0084 -0.6507 -3.5529
S -0.8956 -0.1475 -1.1224
C -0.1208 1.6637 1.1323
N 0.2446 0.6410 0.4896
O -2.0526 0.5970 -0.8994
N -0.7206 2.3988 1.8079
O -0.5447 -1.5199 -0.8075
O -2.0939 -0.6297 -4.7198
H 1.1587 0.5026 0.2211
```

## Properties
Relative energy (zero: lowest compared OMol25 entry of this formula, charge and spin) ... 34.7 kcal per mole
HOMO (spin up / spin down) ... -11.09 / -11.10 eV
SMILES ... N#CNS(=O)(=O)O[N+](=O)[O-]
LUMO energy (spin up / spin down) ... -4.23 / -4.22 eV

Atom charges from the natural (NBO) analysis, given in e for atoms 1 to 2: -0.367, -0.498

---

No. 2
Density functional theory data (ωB97M-V/def2-TZVPD) for an isolated ion of composition C2H6ClO3P2S2 and charge +1 in a non-equilibrium geometry.

```
16
Properties=species:S:1:pos:R:3
C -1.1410 -0.7306 -0.3149
O 1.2225 1.3513 -1.4122
O 2.7505 -0.3809 -0.3333
H -0.2399 -2.3417 2.0430
P -0.0335 0.0193 0.9215
H -0.6490 -0.9015 -1.2547
P 1.7835 0.8036 -0.0448
S 0.6390 -1.3628 2.3047
H -1.4617 -1.6957 0.0412
C -2.3758 0.0984 -0.5274
H 2.4864 -0.9703 -1.0526
S 2.4725 2.1511 1.1090
H 1.2363 2.3121 -1.3279
Cl -3.3377 -0.4727 -1.8635
O -2.6978 1.0366 0.1400
H -0.6544 1.0836 1.5719
```

## Properties
Net charge ... +1
HOMO ... -13.59 eV
LUMO energy ... -4.15 eV

Atom charges from the natural (NBO) analysis, given in e for atoms 1 to 2: -0.840, -0.985

---

No. 3
Density functional theory data (ωB97M-V/def2-TZVPD) for a 13-piece molecular cluster, C5H38N2O12 overall in a non-equilibrium geometry.

```
57
Properties=species:S:1:pos:R:3
H 3.8436 -2.4598 1.0163
O -1.9226 -0.1272 3.4037
H 3.1531 3.0458 0.4939
H -0.9612 -0.1264 3.2558
O 4.0877 -2.4437 1.9688
H -1.8089 3.1472 0.3039
H 2.0893 -0.5466 0.9154
H 3.3567 0.2497 -2.1517
O 3.2723 -2.5760 -0.6550
H 1.4135 2.2419 2.0932
H -0.0875 0.6434 -2.8126
H 1.8221 -1.0326 3.1389
C 2.6264 2.1160 0.2944
H 3.2830 1.3212 0.6163
O 0.1726 -0.2890 -2.9471
H -2.0352 -0.8448 4.0338
H -0.9683 2.8041 -1.6932
H 3.0776 -1.2107 -1.7814
H 0.4131 -2.4869 1.6193
N 1.0702 -0.4432 2.7792
H 2.4701 2.0297 -0.7844
H -3.1727 1.3518 0.9876
H -1.3435 -1.3483 -2.9744
H 0.6871 2.9365 0.7002
H 0.3008 0.6714 -0.2995
H -1.8152 4.5701 -0.3814
C 0.4610 0.8187 0.7704
H -3.3826 -3.1672 -0.4569
C 1.0896 -0.4546 1.3193
N 0.6532 -2.2318 -0.4230
H -2.5052 1.4954 -2.6039
H -0.7704 -1.4067 0.9024
H -0.5158 0.9576 1.2473
H -3.2452 -1.0876 0.6027
O -1.2735 3.7470 -0.2683
H -2.5269 -2.1511 -1.2640
H 4.5315 -3.2871 2.0891
H 0.0877 -3.0402 -0.6127
O 2.9136 -0.5234 -2.4889
H -2.7580 2.2177 2.2181
H 3.5110 -3.3569 -1.1344
H -3.6909 1.0780 -1.7028
O -0.9017 2.2562 -2.5365
O -2.9168 2.2783 1.2730
O -3.3353 0.9871 -2.5993
H 0.4670 -1.5320 -1.1516
C 0.2828 -1.6863 0.8981
H -0.7228 2.9109 -3.2238
H 1.1540 -0.3467 -2.8337
H 1.2555 0.4844 3.1368
C 1.2926 2.0857 1.0207
O -2.2798 -1.5953 -2.8185
O -2.6796 -2.5132 -0.3377
H -3.0621 -0.4184 2.0130
H 2.2285 -2.6064 -0.5699
H -2.7838 -0.7242 -2.8048
O -3.6022 -0.3812 1.1997
```

## Properties
Relative energy (zero: lowest compared OMol25 entry of this formula, charge and spin) ... 0.0 kcal per mole
HOMO ... -9.85 eV
LUMO energy ... 0.33 eV

Atom charges from the natural (NBO) analysis, given in e for atoms 1 to 2: 0.497, -0.984

---

No. 4
Density functional theory data (ωB97M-V/def2-TZVPD) for the molecule C2H4F4N3O2P3 in a non-equilibrium geometry.

```
18
Properties=species:S:1:pos:R:3
C -1.5478 -1.0505 -1.8632
H 0.8026 2.0987 2.9873
F -0.4318 0.6882 2.1544
F 1.7056 0.5997 2.0434
H -2.6166 -1.1780 -1.7972
N -1.1225 1.0478 -0.7738
C 0.6020 1.5097 2.0641
O -1.1712 -0.4199 -0.5950
P 0.0160 -2.3344 1.2701
P 0.3285 1.5755 -0.4797
N 1.5852 0.6045 -0.6858
N 1.0844 -1.7646 0.3793
H -0.9714 -2.0626 -1.9468
F -0.6886 -3.4617 0.3184
F 0.7412 2.9889 -1.1040
H -1.1434 -0.3821 -2.5523
O 0.6295 2.3199 0.9837
P 2.1985 -0.7792 -0.4028
```

## Properties
Relative energy (zero: lowest compared OMol25 entry of this formula, charge and spin) ... 0.0 kcal per mole
2S+1 ... 3
HOMO (spin up / spin down) ... -5.77 / -9.37 eV
LUMO energy (spin up / spin down) ... -0.29 / -4.15 eV

Atom charges from the natural (NBO) analysis, given in e for atoms 1 to 2: -0.267, 0.148

---

No. 5
Density functional theory data (ωB97M-V/def2-TZVPD) for the molecule C4H4N2 in a non-equilibrium geometry.

```
10
Properties=species:S:1:pos:R:3
H 0.9433 -1.3251 -2.7315
N -2.2703 0.6525 -0.6606
C 0.7064 0.1282 0.5720
C 0.7362 -0.8317 -1.8510
H 1.0452 1.1449 0.9251
H -0.8199 0.4107 2.1258
H 1.2785 -0.5541 1.1325
N -0.7361 0.1015 1.0967
C -1.5429 0.5283 0.2157
C 0.6596 -0.2552 -0.8248
```

## Properties
Relative energy (zero: lowest compared OMol25 entry of this formula, charge and spin) ... 75.8 kcal per mole
HOMO ... -9.60 eV
SMILES ... C#CCNC#N
LUMO energy ... 0.43 eV

Atom charges from the natural (NBO) analysis, given in e for atoms 1 to 2: 0.230, -0.368

---

No. 6
Density functional theory data (ωB97M-V/def2-TZVPD) for a 11-piece molecular cluster, C46H117N4O36P7 overall in a non-equilibrium geometry.

```
210
Properties=species:S:1:pos:R:3
H 0.7274 -3.7248 -2.6285
O -8.6365 2.3533 5.6367
H -8.6651 4.7455 4.3630
C -2.5478 9.0157 -1.4885
H -9.8388 2.9963 7.8925
O 1.5199 -13.5859 1.0757
P 1.7001 5.6880 -4.8495
H -0.5790 -4.4301 -1.7060
C -5.4116 -5.5616 0.2463
O 6.8894 -9.3966 -5.9721
H 1.7205 -0.2876 -3.2471
H -5.9503 -2.6762 -1.3282
H -0.5165 6.1203 -9.2595
H 5.8393 -10.1703 -1.5174
H 3.4847 3.5529 -2.6477
H 1.7208 -11.4553 2.0421
C 5.5773 -6.0412 4.2110
P -3.8040 9.5270 0.7538
O -3.7412 8.8030 -0.7090
C 8.4874 -2.9791 0.6078
H -4.2862 0.9968 2.2021
H -6.8931 -3.2366 -2.6835
H -4.5949 2.3276 4.3356
H 3.9543 2.2505 -7.8801
C 3.3100 -6.5545 -7.6855
H 1.8489 -0.9845 3.1841
C 5.0486 -10.4010 -3.4944
H 0.6707 0.1697 3.0537
H -4.8420 -9.7923 -3.1835
H -2.0185 8.0666 -1.5725
H 4.6549 4.4719 -1.6428
H 3.4185 0.1360 1.6656
C 0.3870 5.9559 -8.6724
O -4.7986 -5.0147 -2.7056
H -7.7313 10.3687 -0.8295
H -11.1773 4.2304 3.8011
C -10.3518 3.3524 6.9991
O 1.4910 5.4581 -6.4951
O 2.9690 -2.5235 1.0291
H -10.0473 4.3807 6.8041
H -8.3908 4.9064 2.6688
C -4.8403 -3.6366 -3.0765
C 0.7109 -0.5625 -2.9420
O -5.3377 9.2859 1.2800
H 2.7148 -8.5872 -7.1382
H -6.1227 11.2014 0.9561
O 6.5529 2.4328 -7.7263
H -3.5887 6.8213 0.6826
H -5.0512 -5.1011 2.3307
H 6.7730 1.5809 6.6304
H -6.7147 -5.5374 1.9349
H -5.0252 -3.4565 -4.1355
H -7.2239 9.9722 1.6073
H 5.9971 -8.7523 -2.6200
H -4.5478 -9.9040 -1.4380
H 0.0019 6.7707 -6.6654
N 8.9480 -2.3709 -0.6989
C -1.7714 6.3480 1.6395
O -8.9716 2.9891 3.1732
H 4.2342 -11.0544 -3.1814
O 3.2113 5.1135 -4.5803
H 2.1690 -4.3790 -0.6613
O 5.7771 -7.3561 -4.7383
P -6.0769 -5.8982 -2.3036
H -2.0841 9.4259 -3.4423
O 4.4485 1.4406 8.0665
H 4.7860 -5.0265 -5.0289
C -9.0504 4.4294 3.3937
C -5.9531 -2.7545 -2.4153
O -6.3135 -5.2963 -0.7779
H -10.6608 4.8462 2.1452
H -1.8460 9.7080 -1.0234
H 1.2924 0.1252 12.3922
H -4.3974 -5.2738 -0.0305
C 0.2508 5.8252 -7.1473
C -6.8678 9.7748 -0.5299
H -10.6090 2.6317 4.9316
H -3.9309 -3.0776 -2.8558
H 7.6232 0.8033 7.8455
H 4.5942 6.2779 -3.5635
O 3.2950 3.5301 8.9867
C 6.5469 -6.3018 -5.2439
O -3.2887 10.9447 0.7127
H 6.1419 -6.6020 4.9559
P -8.1049 2.0140 4.1676
H -3.3990 10.5159 -2.8518
C 2.9725 0.4719 11.1831
H 0.8734 5.0915 -9.1244
H -6.0565 9.8269 -1.2559
C 2.8911 7.9161 -5.6650
C 3.8115 5.5509 -3.3467
N 5.7894 3.2256 -8.2221
H 4.0687 3.5811 -9.1235
H 2.6973 -0.3175 10.4837
C -5.8440 -4.9780 1.5929
O -5.3195 -7.2695 -2.1034
H -6.0808 0.9205 2.2134
O 0.4920 -12.6141 -0.5701
O 6.0273 4.3720 -8.4573
H 4.4643 -9.1758 -1.8794
H 0.8399 -5.2429 0.0301
C 4.3146 4.2595 -2.6563
C 5.8559 -4.9548 -4.8333
O 0.5739 -3.2685 0.2039
H 4.5977 -5.7498 4.5900
H 6.2731 -4.0237 -5.2170
C 3.6077 9.1361 -5.0349
H 4.6415 5.5280 7.6293
C -10.0205 2.4459 5.8301
O 3.7115 1.5089 10.4588
C 4.0250 4.8774 7.0090
H -6.6342 -8.5020 -1.1337
H 0.6108 -5.4986 -2.3975
O 1.9655 1.2144 8.5105
H -1.9167 5.3130 1.3301
C 0.6070 -0.5098 -1.4526
C -2.9813 9.5094 -2.8290
C -10.4841 4.8393 3.2208
H 3.6806 7.2080 -5.9170
H -5.9642 -1.7989 -2.9396
H -0.4932 5.1026 -6.8120
O -2.9740 8.5290 1.7029
H 4.3210 9.7024 -5.6337
H 4.7131 1.9096 -9.4681
C 2.5301 0.6686 2.0048
O 0.7870 -0.9940 1.3383
O 8.3441 -1.4513 -1.2184
H 0.5232 -1.5285 -3.4106
H 0.8755 -10.5972 0.5632
H -0.0272 0.1097 -3.3798
O -8.1842 0.5827 3.7947
H 2.8586 1.3898 2.7533
H 5.8860 -11.0785 -3.6614
H -6.0941 -3.9234 1.4773
C 1.0894 -4.3342 -0.5177
H -10.2846 1.4374 6.1483
H 2.2436 3.6771 7.1321
H 7.5870 -3.5372 0.3512
C 0.8705 -11.3278 1.3721
O 6.3147 -7.3078 2.4374
H 1.0674 6.7669 -8.9321
H 3.1820 -7.5604 -5.7416
N 0.9704 -12.6268 0.5738
C -5.4807 1.7713 4.0288
H -5.5593 -6.6162 0.4793
C -6.4123 10.1519 0.9023
H 2.3427 8.1538 -6.5765
H -1.1248 6.9156 0.9703
P 1.6596 -2.0626 0.4656
C 5.7861 1.5945 8.5253
H 2.2843 5.0778 8.1661
O 4.3240 -7.6122 3.1144
C 1.4337 -0.3067 2.4381
H -1.2617 6.2539 2.5984
C -6.1372 -8.4753 -2.1034
H 2.2323 -6.4055 -7.7527
C -3.1406 7.1094 1.6335
O 4.5709 -9.6602 -4.5927
H 4.7388 4.2107 6.5252
H 8.4547 -2.3321 1.4844
C -5.3168 -9.7920 -2.2023
H 3.1485 6.0568 -2.6448
H 3.6001 5.5563 6.2696
P 3.2339 1.9003 8.9920
H 2.1805 1.2066 1.1237
H 4.1484 8.8682 -4.1272
H -3.7799 6.7411 2.4359
O 1.7393 -1.2296 -0.9673
H 9.2338 -3.7082 0.9232
O 9.9363 -2.9069 -1.1865
H -3.8141 8.9478 -3.2522
H 1.1144 1.4031 11.1657
O 4.7348 -8.3347 -6.8532
H 2.8362 9.8453 -4.7350
H 3.7685 -6.7362 -8.6575
H 1.8945 1.6764 12.7212
H 6.1667 0.0033 7.1215
C 3.3894 -7.8084 -6.7826
H 7.6162 -6.3507 -5.0380
H 0.5902 0.5053 -1.0558
H -10.5640 5.8860 3.5143
H -6.8599 -8.3646 -2.9118
H 3.6511 -0.0747 11.8379
H -7.2375 8.7494 -0.5302
H -5.9804 -10.6490 -2.0879
C 1.7868 0.9644 11.9030
H 6.5073 -6.3390 -6.3326
C -5.2034 1.4766 2.5436
H 3.7198 -5.6414 -7.2537
H 5.8668 1.0682 9.4764
H -5.3658 2.4192 2.0208
H -5.4889 0.8937 4.6751
C 6.6011 0.9327 7.4897
O -6.6051 2.6641 4.1529
H -0.3486 -0.9367 -1.1482
H 6.0521 2.6512 8.5533
C 5.3727 -9.5920 -2.3149
H 6.0735 -4.9054 -3.7663
C 2.8919 4.2539 7.7918
C 0.4842 -4.5233 -1.9275
H -11.4280 3.5109 7.0689
H 6.0769 -5.1709 3.7855
O 0.5938 5.1231 -3.9918
O -7.2145 -5.8758 -3.2779
C 4.5122 2.6726 -8.7160
O 1.9635 7.3171 -4.8169
H -0.0921 -11.3570 1.8826
H 5.0426 3.6470 -3.1882
N 5.3771 -7.0690 3.1762
P 5.5973 -8.7825 -5.5554
```

## Properties
Relative energy (zero: lowest compared OMol25 entry of this formula, charge and spin) ... 54.6 kcal per mole
HOMO ... -10.37 eV
SMILES ... CCOP(=O)(OCC)OCC.CCOP(=O)(OCC)OCC.CCOP(=O)(OCC)OCC.CCOP(=O)(OCC)OCC.CCOP(=O)(OCC)OCC.CCOP(=O)(OCC)OCC.CCOP(=O)(OCC)OCC.C[N+](=O)[O-].C[N+](=O)[O-].C[N+](=O)[O-].C[N+](=O)[O-]
LUMO energy ... 0.02 eV

Atom charges from the Löwdin analysis, given in e for atoms 1 to 2: 0.055, -0.173